1.
# C25H45BeBrCaClF2N3O18P3

A molecular structure, C25H45BeBrCaClF2N3O18P3 in a non-equilibrium geometry (ωB97M-V/def2-TZVPD, OMol25).

Atoms and positions in Å:
1 C -3.44 -0.26 1.53
2 C -2.36 0.72 1.32
3 O -1.53 0.61 2.43
4 P -0.28 -0.31 2.20
5 O -0.66 -1.53 1.48
6 C 0.47 -0.71 3.81
7 C 0.29 -2.20 4.06
8 P 1.40 -2.91 5.38
9 C 0.21 -3.73 6.54
10 C -0.19 -5.13 6.14
11 N -0.15 -5.58 4.96
12 C 2.25 -1.57 6.33
13 C 1.47 -0.90 7.46
14 C 2.42 -0.28 8.48
15 Br 3.20 1.38 7.87
16 O 0.81 0.46 1.29
17 C 1.94 -0.35 1.00
18 C 2.07 -0.66 -0.49
19 H -4.40 0.17 1.25
20 H -3.30 -1.15 0.90
21 H -3.51 -0.53 2.59
22 H -1.84 0.61 0.38
23 H -2.81 1.71 1.34
24 H -0.04 -0.09 4.54
25 H 1.50 -0.39 3.75
26 H 0.47 -2.79 3.17
27 H -0.74 -2.39 4.34
28 H 0.69 -3.77 7.52
29 H -0.67 -3.10 6.65
30 H -0.57 -5.75 6.95
31 H 0.20 -4.87 4.32
32 H 2.59 -0.80 5.64
33 H 3.15 -2.02 6.74
34 H 0.84 -0.13 7.03
35 H 0.84 -1.58 8.03
36 H 1.89 -0.13 9.41
37 H 3.18 -1.02 8.71
38 H 1.92 -1.30 1.53
39 H 2.85 0.15 1.35
40 H 3.12 -0.57 -0.75
41 H 1.80 -1.70 -0.66
42 H 1.48 0.01 -1.10
43 Be -3.13 1.04 3.83
44 C -2.34 -3.16 -1.21
45 O -1.64 -3.69 -2.10
46 O -2.87 -3.95 -0.22
47 O -2.66 -1.92 -1.09
48 C -3.29 -2.02 -5.38
49 O -1.98 -2.40 -5.81
50 P -0.72 -1.53 -5.39
51 O -0.79 -1.05 -4.01
52 O -0.56 -0.45 -6.53
53 C -1.55 0.59 -6.62
54 O 0.49 -2.48 -5.63
55 C 0.74 -3.00 -6.94
56 H -3.67 -2.79 -4.71
57 H -3.29 -1.07 -4.86
58 H -3.93 -1.95 -6.25
59 H -1.82 0.96 -5.63
60 H -2.43 0.22 -7.14
61 H -1.13 1.42 -7.19
62 H 0.89 -2.19 -7.66
63 H -0.09 -3.63 -7.27
64 H 1.64 -3.60 -6.89
65 N -2.19 0.34 -2.17
66 H -2.53 -0.35 -1.47
67 H -1.64 1.07 -1.72
68 H -1.61 -0.19 -2.83
69 H -2.98 0.77 -2.66
70 C 5.57 -2.18 10.79
71 C 5.76 -2.51 12.25
72 O 4.66 -1.86 12.86
73 C 3.66 -1.81 11.93
74 O 2.53 -1.57 12.17
75 O 4.14 -2.08 10.69
76 F 6.91 -1.99 12.75
77 H 6.02 -1.22 10.53
78 H 5.96 -2.94 10.13
79 H 5.72 -3.58 12.49
80 C 1.36 6.49 -8.21
81 C 1.66 5.23 -8.67
82 C 0.67 4.43 -9.22
83 C -0.62 4.92 -9.31
84 C -0.95 6.18 -8.85
85 C 0.05 6.97 -8.28
86 N -1.65 4.09 -9.92
87 O -1.34 2.97 -10.30
88 O -2.77 4.55 -10.02
89 H 2.14 7.12 -7.80
90 H 2.68 4.86 -8.61
91 H 0.91 3.44 -9.58
92 H -1.95 6.56 -8.93
93 H -0.18 7.97 -7.93
94 Cl -0.54 5.40 -6.15
95 F -1.42 1.96 4.18
96 Ca -3.83 -5.67 0.35
97 C -4.20 8.40 -9.84
98 O -5.04 8.22 -10.71
99 O -2.96 8.13 -9.95
100 O -4.43 8.90 -8.70

Values from the calculation:
largest force on an atom	0.0726	Eh/bohr
total charge	-1
Kohn-Sham gap	0.94	eV
HOMO level	-3.0	eV
lowest unoccupied orbital energy	-2.11	eV

***

2.
# C25H45BrCl2IN3O7S

A molecular structure, C25H45BrCl2IN3O7S in a non-equilibrium geometry (ωB97M-V/def2-TZVPD, OMol25).

Atoms and positions in Å:
1 C 3.15 1.54 3.62
2 C 3.26 1.51 2.07
3 C 2.35 0.42 1.18
4 I 2.50 -1.20 2.61
5 C 1.09 1.21 0.54
6 C 1.97 2.09 -0.60
7 O 2.01 1.51 -1.89
8 C 3.17 0.84 -2.29
9 O 4.36 1.67 -2.44
10 C 5.51 0.86 -2.69
11 C 6.07 0.06 -1.42
12 O 7.49 0.19 -1.20
13 O 0.76 2.12 1.70
14 S -0.25 1.11 2.74
15 O -1.45 2.05 2.54
16 O -0.44 -0.39 2.20
17 C -0.85 -1.20 1.15
18 C 0.15 -2.25 0.42
19 C 1.28 -1.83 -0.58
20 O 2.39 -2.44 -0.59
21 C -1.92 -2.28 1.79
22 C -1.69 -3.81 1.96
23 N -0.59 -4.23 2.92
24 N -2.91 -4.25 2.79
25 N -1.76 -4.76 0.84
26 C -1.50 -0.14 0.12
27 C -1.80 -0.88 -1.34
28 C -2.76 -2.11 -1.39
29 C -4.33 -1.96 -1.56
30 Br -2.27 -3.03 -3.15
31 C -2.97 0.39 0.31
32 Cl -3.92 1.19 -1.10
33 C -3.87 0.47 1.39
34 C -5.38 1.04 1.31
35 Cl -3.47 -0.01 3.04
36 C -0.29 0.94 -0.19
37 C -0.91 2.43 -0.53
38 C -1.19 2.76 -2.06
39 C -2.39 3.87 -2.12
40 C -0.01 3.61 -2.81
41 H 2.15 1.38 4.12
42 H 3.42 2.63 3.93
43 H 3.93 0.94 4.22
44 H 4.33 1.14 1.82
45 H 3.22 2.56 1.67
46 H 3.02 0.06 0.31
47 H 3.08 2.09 -0.34
48 H 1.72 3.19 -0.52
49 H 2.97 0.48 -3.38
50 H 3.41 -0.15 -1.75
51 H 6.39 1.47 -3.10
52 H 5.28 0.08 -3.51
53 H 5.43 0.33 -0.50
54 H 5.85 -1.05 -1.61
55 H 7.70 -0.54 -0.58
56 H -0.51 -2.90 -0.26
57 H 0.67 -2.96 1.14
58 H 1.22 -1.03 -1.40
59 H -2.95 -2.10 1.33
60 H -1.89 -2.02 2.92
61 H 0.12 -4.80 2.43
62 H -0.15 -3.34 3.21
63 H -2.70 -4.13 3.79
64 H -3.73 -3.71 2.52
65 H -2.10 -5.67 1.20
66 H -0.82 -4.95 0.45
67 H -0.83 -1.29 -1.80
68 H -1.98 -0.09 -2.16
69 H -2.59 -2.97 -0.67
70 H -4.79 -1.60 -0.58
71 H -4.54 -1.24 -2.43
72 H -4.74 -2.97 -1.91
73 H -5.33 2.15 1.06
74 H -6.00 0.48 0.52
75 H -5.94 0.94 2.29
76 H -0.04 0.61 -1.28
77 H -0.32 3.31 -0.15
78 H -1.89 2.64 0.04
79 H -1.43 1.90 -2.75
80 H -3.10 3.81 -1.25
81 H -1.96 4.94 -2.11
82 H -2.91 3.75 -3.13
83 H -0.46 4.40 -3.53
84 H 0.62 4.21 -2.07
85 H 0.62 2.94 -3.49

Values from the calculation:
ΔE to the lowest compared entry with this formula, charge and spin	152.49	kcal per mole
largest force on an atom	0.1260	Eh/bohr
total charge	0
Kohn-Sham gap	9.39	eV
HOMO level	-9.3	eV
lowest unoccupied orbital energy	0.07	eV

***

- What is the formula in the second record?
  C25H45BrCl2IN3O7S

***

- total charge of number 1 (C25H45BeBrCaClF2N3O18P3)?
  -1